[1]
This record from OMol25 describes a molecular structure, C13H22N3O3PtSe2 in a non-equilibrium geometry. The level of theory is ωB97M-V with the def2-TZVPD basis set.

Computed properties:
- Net charge: +1
- 2S+1: 3
- LUMO energy (alpha / beta): -0.082 / -0.172 Ha
- HOMO-LUMO gap (alpha / beta): 8.6 / 7.3 eV
- Energy above the lowest of the compared OMol25 structures with the same formula, charge and spin: 0.0 kJ/mol
- Molecular weight: 621.34 g mol⁻¹
- Strongest force on any atom: 3.72 eV/A
- <S²>: 2.01

```
44
C13H22N3O3PtSe2 | OMol25 | ωB97M-V with the def2-TZVPD basis set
Pt 0.61126 -0.31088 -0.32591
C 0.37161 0.27020 -4.01974
Se 1.77847 0.27643 -2.66363
C 2.58576 -1.49921 -2.97969
C 1.74650 -2.70002 -2.61881
Se 1.34275 -2.90956 -0.69020
C -0.45730 -3.63034 -0.98645
H 0.82910 0.10632 -5.00942
H -0.10128 1.26651 -3.98027
H -0.37354 -0.50919 -3.79247
H 3.51185 -1.49903 -2.37169
H 2.84130 -1.50605 -4.05665
H 2.29611 -3.62854 -2.87301
H 0.77308 -2.70901 -3.13797
H -1.08116 -2.88857 -1.51165
H -0.88075 -3.83654 0.01372
H -0.37801 -4.56417 -1.55781
N -1.36293 0.05286 -0.26711
C -2.10245 0.57435 0.50584
N -2.95343 1.12804 1.28329
C -2.58885 1.56481 2.63457
C -3.31717 2.87130 2.93870
O -4.71376 2.72327 2.77863
C -5.03780 2.37727 1.44728
C -4.39706 1.04812 1.04092
H -1.49367 1.69639 2.70138
H -2.90424 0.78783 3.36154
H -2.94093 3.69942 2.29562
H -3.15154 3.15750 4.00011
H -4.73142 3.18373 0.74441
H -6.14049 2.28841 1.40717
H -4.58050 0.83298 -0.02496
H -4.81637 0.23184 1.65762
O 3.82578 -1.98318 -0.18508
C 3.67309 -0.95373 0.47358
C 4.67830 -0.27585 1.39225
C 3.98041 1.00355 1.84846
C 2.60942 0.88102 1.24099
O 1.60625 1.61081 1.34828
N 2.52512 -0.22118 0.45855
H 5.62154 -0.09648 0.84395
H 4.93057 -0.96010 2.22286
H 4.46102 1.92165 1.46876
H 3.90534 1.12701 2.94402
```

Atomic partial charges in e from the Mulliken method, atoms 1 to 4: 0.63, -0.94, 0.09, -0.66


[2]
This record from OMol25 describes a gas-phase ion, C13H22N5O4 (charge +1) in a non-equilibrium geometry. The level of theory is ωB97M-V with the def2-TZVPD basis set.

Computed properties:
- Net charge: +1
- LUMO energy: -0.091 Ha
- HOMO-LUMO gap: 9.4 eV
- Energy above the lowest of the compared OMol25 structures with the same formula, charge and spin: 204.5 kJ/mol
- Molecular weight: 312.35 g mol⁻¹
- Strongest force on any atom: 6.50 eV/A
- Structure (SMILES): CNC(=O)[C@@H](Cc1c[nH]c[nH+]1)NC(=O)[C@H](NC(C)=O)[C@@H](C)O

```
44
C13H22N5O4 | OMol25 | ωB97M-V with the def2-TZVPD basis set
C -3.69839 2.10870 1.78664
N -2.40071 1.48324 1.44558
C -1.88558 0.34492 1.91799
O -2.58804 -0.44768 2.57884
C -0.35283 -0.03091 1.72603
C -0.10655 -1.40312 2.30617
C -0.96580 -2.45396 1.62633
C -1.91934 -3.25970 2.20496
N -2.42688 -4.07742 1.21929
C -1.59648 -3.97654 0.17319
N -0.70154 -2.96840 0.43935
N 0.19125 0.16077 0.37263
C 0.38293 1.28934 -0.25355
O 0.06585 2.31055 0.34216
C 1.19058 1.33927 -1.63595
N 2.28646 0.25097 -1.60858
C 2.22795 -1.09438 -1.53319
C 3.54859 -1.81115 -1.65035
O 1.23400 -1.75455 -1.32287
C 1.74314 2.59181 -2.24438
C 0.77486 3.73534 -2.49829
O 2.66592 3.09550 -1.47695
H -3.52773 2.88133 2.62156
H -4.09698 2.54270 0.90291
H -4.36046 1.30837 2.26156
H -1.67168 2.03885 1.02796
H 0.07263 0.61122 2.45774
H -0.33054 -1.40651 3.39173
H 0.88395 -1.68826 2.17968
H -2.40445 -3.19688 3.15612
H -3.11861 -4.79966 1.35843
H -1.43026 -4.63371 -0.72548
H -0.14434 -2.48401 -0.32101
H 0.68828 -0.53359 -0.03440
H 0.32926 1.00118 -2.29274
H 3.17938 0.60475 -1.91795
H 3.38670 -2.82197 -2.14266
H 3.95398 -1.88567 -0.62443
H 4.18165 -1.19327 -2.31512
H 2.26452 2.37665 -3.19486
H 1.21478 4.65954 -2.88708
H 0.08331 3.88251 -1.60120
H 0.13051 3.41781 -3.36535
H 3.04672 3.88603 -1.85049
```

Atomic partial charges in e from the Mulliken method, atoms 1 to 4: -0.89, -0.09, 0.46, -0.68


[3]
This record from OMol25 describes a molecular structure, C13H23AuGeNSe. The level of theory is ωB97M-V with the def2-TZVPD basis set.

Computed properties:
- Net charge: -1
- LUMO energy: 0.090 Ha
- HOMO-LUMO gap: 4.4 eV
- Energy above the lowest of the compared OMol25 structures with the same formula, charge and spin: 0.0 kJ/mol
- Molecular weight: 541.87 g mol⁻¹
- Strongest force on any atom: 0.19 eV/A

```
40
C13H23AuGeNSe | OMol25 | ωB97M-V with the def2-TZVPD basis set
Au 3.77337 1.18914 0.45860
C 3.48122 1.42635 3.60416
C 2.00108 1.61738 3.48850
C 1.26221 1.83834 4.64234
C -0.11512 2.02203 4.63422
C -0.76287 1.98179 3.39765
C -0.07541 1.77034 2.22227
C -0.79399 1.74157 0.90606
C 1.35601 1.57177 2.20039
N 1.91231 1.37044 1.00481
H 3.79263 1.47370 4.65113
H 4.03689 2.18750 3.04284
H 3.80193 0.46200 3.18938
H 1.79363 1.86250 5.59171
H -0.66409 2.18962 5.55314
H -1.84038 2.12579 3.35080
H -1.86759 1.89844 1.04330
H -0.62738 0.78883 0.39280
H -0.40134 2.50869 0.23081
C 2.86776 -1.33391 -2.03842
Ge 3.14532 0.37753 -2.93842
C 1.79573 1.68043 -2.42853
C 3.03924 0.06524 -4.88150
C 4.99816 1.06342 -2.69479
Se 5.77217 1.01804 -0.89015
C 6.16282 -0.88967 -0.92873
H 1.84342 -1.65604 -2.23793
H 2.97139 -1.20881 -0.95995
H 3.54564 -2.11103 -2.39480
H 0.84810 1.37339 -2.87921
H 2.04364 2.67544 -2.80108
H 1.66487 1.71536 -1.33944
H 2.05086 -0.31238 -5.14794
H 3.78322 -0.66679 -5.20209
H 3.20864 0.99118 -5.43399
H 5.01957 2.11045 -3.00053
H 5.71112 0.52474 -3.32303
H 5.24060 -1.44034 -1.09897
H 6.56435 -1.15496 0.04530
H 6.89042 -1.08871 -1.71284
```

Atomic partial charges in e from the Mulliken method, atoms 1 to 4: -0.33, -1.43, 1.13, -0.61